No. 1
Computed, not measured: C23H30N4O5 in the gas phase, with wB97M-V/def2-TZVPD.

Calculated values
ΔE to the lowest compared entry with this formula, charge and spin: 33.5 kcal/mol
E_LUMO: 0.623 eV
HOMO-LUMO gap: 8.17 eV
highest occupied orbital energy: -7.545 eV
E_tot: -1489.65366 Eh
SMILES: COc1ccc(NC(=O)CN2CCN(CC(=O)Nc3ccc(OC)c(OC)c3)CC2)cc1

Structure (ORCA input):
```
! wB97M-V def2-TZVPD RIJCOSX def2/J DEFGRID3
* xyz 0 1
O 3.07406 -0.24610 3.14817
O 3.27972 -0.98654 -3.48085
O -2.33617 -0.72977 -0.30319
O 0.67269 -1.10247 2.66914
O -0.33012 2.25831 4.66871
N -2.73623 -0.15362 -3.16726
N 1.49034 -1.25383 -2.07246
N -0.21801 -1.07074 -3.98975
N -3.09212 1.38329 -0.07110
C 2.78446 -0.49973 1.83145
C 4.38317 0.14427 3.47332
C -2.32324 2.24206 3.44609
C -0.54034 0.32520 -4.16865
C 3.26992 -0.59703 -0.53081
C -0.59814 -1.68621 2.48954
C -2.99019 0.20331 -0.73044
C 1.09720 -1.48086 -4.41185
C -1.37742 -1.87479 -4.28379
C -1.55620 0.69945 -3.09535
C 3.66255 -0.33889 0.77545
C 1.97458 -1.01125 -0.78639
C -3.03631 2.03442 2.28533
C -2.40798 -1.57525 -3.19495
C 1.07940 -1.19218 0.27249
C -0.27317 1.75263 2.29014
C -2.37525 1.65567 1.12238
C 1.46978 -0.95079 1.57577
C 1.04851 1.96744 4.76834
C -3.67438 0.17227 -2.10073
C -0.93546 2.07790 3.46969
C 2.10466 -1.20018 -3.27558
C -0.99347 1.53642 1.13061
H 0.48689 -1.41309 -2.14502
H 1.64809 2.69333 4.20934
H 5.11545 -0.61548 3.18143
H 3.96407 -0.47179 -1.34412
H -4.11037 2.14995 2.28082
H 4.39535 0.25895 4.55633
H -3.33298 -2.12235 -3.39631
H -4.11840 1.14635 -2.32731
H 4.64866 1.09947 3.00673
H -0.95866 0.52101 -5.17024
H 1.10783 -2.55877 -4.59540
H -1.05228 -1.70427 3.47887
H 1.45029 -0.98210 -5.32464
H 0.35982 0.92841 -4.03832
H 1.27322 0.95770 4.41347
H -1.80347 -1.64580 -5.27525
H -1.04838 0.61617 -2.12123
H -4.46333 -0.58331 -2.09525
H 1.28751 2.04710 5.82769
H -0.47204 1.26338 0.22606
H 0.79856 1.65203 2.26302
H -1.88363 1.73487 -3.22777
H 4.67334 -0.00808 0.95137
H -1.11604 -2.93415 -4.24981
H -0.51038 -2.70913 2.10989
H -2.00270 -1.91198 -2.23055
H -1.22744 -1.10273 1.81276
H -2.82305 2.51903 4.36066
H -3.78471 2.05621 -0.36279
H 0.07046 -1.50840 0.05831
*
```

No. 2
Computed, not measured: C23H30N4O7S in the gas phase, with wB97M-V/def2-TZVPD.

Calculated values
ΔE to the lowest compared entry with this formula, charge and spin: 2.0 kcal/mol
E_LUMO: -0.105 eV
HOMO-LUMO gap: 8.62 eV
highest occupied orbital energy: -8.728 eV
E_tot: -2038.36890 Eh
SMILES: CCOC(=O)N1CCN(C(=O)c2cn(CC)c3ccc(S(=O)(=O)N4CCOCC4)cc3c2=O)CC1

Structure (ORCA input):
```
! wB97M-V def2-TZVPD RIJCOSX def2/J DEFGRID3
* xyz 0 1
S 4.79276 -0.50565 -0.76564
O -5.59001 -2.72237 1.17658
O 5.69134 -4.03612 0.70069
O -7.08195 -1.78064 -0.24286
O 4.37664 -1.35464 -1.84437
O 6.01888 0.22530 -0.89937
O -3.07940 2.95012 -1.50124
O -0.46335 0.00002 -1.54488
N -5.29925 -0.60246 0.44442
N -3.25440 0.79144 -0.87333
N 0.48091 3.36800 0.58678
N 4.85522 -1.32613 0.70361
C 6.17876 -1.70773 1.16080
C 4.42677 -3.69145 0.17530
C -5.64109 0.49018 -0.43771
C -0.20163 1.00223 -0.89775
C -7.88815 -2.95449 -0.15681
C 3.89517 -2.40784 0.82160
C -0.78318 3.11295 0.17992
C 0.72766 4.29178 2.85623
C -1.17816 1.99963 -0.48492
C 0.72873 4.57377 1.35562
C -5.95763 -1.78489 0.50766
C 1.17173 1.31528 -0.45545
C -4.55045 0.64722 -1.50138
C 6.62902 -3.00463 0.48488
C -8.78192 -2.93358 1.07470
C 3.78934 1.76256 0.37693
C 2.18942 0.41965 -0.79506
C 2.80855 2.66654 0.71105
C -2.91023 -0.30646 -0.00371
C -4.00186 -0.46987 1.06471
C 1.48027 2.46786 0.29556
C -2.58808 1.95804 -0.98524
C 3.47772 0.64317 -0.38320
H -4.01270 0.41241 1.71594
H -5.70548 1.40976 0.15571
H 0.91590 5.21048 3.40461
H -4.53015 -0.24013 -2.14278
H -1.51867 3.87094 0.41307
H 4.49583 -3.53860 -0.91017
H 1.49367 3.56600 3.11692
H -1.95506 -0.12109 0.48356
H 7.57284 -3.35808 0.90338
H -2.82800 -1.22272 -0.59678
H -6.60495 0.29309 -0.90234
H 4.81347 1.90933 0.67922
H -9.42671 -3.80766 1.07166
H 6.13322 -1.84192 2.24625
H 1.67738 5.01481 1.04396
H -7.23594 -3.83340 -0.13340
H 6.85502 -0.89087 0.91274
H 1.94017 -0.43882 -1.40046
H 6.74676 -2.81942 -0.59358
H -4.73003 1.53674 -2.10693
H 3.71057 -2.57271 1.88843
H -8.16944 -2.94964 1.97271
H -0.23771 3.89651 3.16349
H 3.08072 3.52944 1.29537
H 2.97159 -2.09323 0.33667
H -9.39675 -2.03651 1.07980
H -0.06104 5.28971 1.11828
H -8.48042 -2.95369 -1.07440
H -3.82055 -1.36370 1.66285
H 3.76840 -4.53475 0.38978
*
```

No. 3
Computed, not measured: a gas-phase ion, C23H30N5O8S2 (charge +1), with wB97M-V/def2-TZVPD.

Calculated values
E_LUMO: -2.454 eV
HOMO-LUMO gap: 8.85 eV
highest occupied orbital energy: -11.304 eV
E_tot: -2566.36522 Eh
SMILES: CC/C=C(\C(=O)N[C@@H]1C(=O)N2C(C(=O)OCOC(=O)C(C)(C)C)=C(COC(N)=O)CS[C@@H]12)c1csc([NH3+])n1

Structure (ORCA input):
```
! wB97M-V def2-TZVPD RIJCOSX def2/J DEFGRID3
* xyz 1 1
S -3.46111 3.06166 1.40725
S 0.32028 -4.59495 0.07172
O 4.61786 -3.07475 -0.13667
O 0.44913 0.47459 -0.81226
O -0.42317 -0.64881 2.14504
O 1.46792 2.46659 -1.48882
O 2.28456 -0.14802 -1.96309
O 3.90196 -1.61473 1.43132
O -2.58885 -1.39386 -1.19124
O 0.87409 3.13625 0.56481
N -2.67356 0.65269 1.05779
N 0.08641 -1.90963 0.24024
N -2.93094 -2.24666 0.89307
N -0.94438 1.91986 2.00883
N 5.81557 -2.80301 1.71666
C 1.90094 -3.79530 0.58917
C 4.06331 2.73959 -0.27237
C -3.24277 -1.45516 -0.17601
C 4.72026 -2.41480 1.04620
C -1.59295 -2.69856 1.17621
C 2.99866 3.84824 -0.33981
C -4.44782 -0.57295 0.05707
C -5.70739 -0.88130 -0.24887
C 1.44277 -0.39769 -1.14495
C 3.17052 4.66299 -1.62506
C 0.35062 1.62002 -1.61605
C -3.96013 0.68297 0.60872
C 3.08558 4.75030 0.89005
C 3.56184 -2.63389 -0.97688
C 1.66837 3.13370 -0.35917
C -6.13212 -2.17588 -0.84769
C -2.27228 1.78468 1.49446
C 2.24157 -2.62498 -0.27114
C 1.31858 -1.64367 -0.37642
C -0.70669 -3.09377 -0.03376
C -4.54720 1.91563 0.72487
C -0.57574 -1.55110 1.34817
C -6.83601 -1.94328 -2.18617
H -0.58827 0.91312 2.11760
H 3.78573 -1.63974 -1.37505
H -0.57238 2.12327 -1.30715
H -0.90761 2.41418 2.90399
H 3.53481 -3.35541 -1.79948
H 2.30673 5.50842 0.86598
H -6.15718 -1.46848 -2.88992
H 1.78409 -3.48824 1.63068
H -5.26800 -2.82652 -0.99070
H 2.40662 5.43378 -1.69740
H 0.32243 1.34883 -2.67688
H -1.20777 -3.07923 -1.00090
H -6.82992 -2.66937 -0.16509
H 6.46277 -3.44843 1.29995
H 4.05088 5.24695 0.91169
H -3.53769 -2.17966 1.69704
H -0.26673 2.40902 1.33699
H -7.16132 -2.89129 -2.60473
H -6.49392 -0.15825 -0.07602
H -5.53570 2.21540 0.44467
H 3.94051 2.13374 0.62366
H 3.10613 4.02102 -2.49863
H 4.14413 5.14505 -1.61802
H 6.02876 -2.38142 2.60294
H -7.70716 -1.30561 -2.05719
H 2.65097 -4.58068 0.52145
H -1.60836 -3.42958 1.98463
H 3.99616 2.09229 -1.14324
H 5.05001 3.19382 -0.24846
H 2.97362 4.17004 1.80242
*
```

No. 4
Computed, not measured: C23H30N6O in the gas phase, with wB97M-V/def2-TZVPD.

Calculated values
ΔE to the lowest compared entry with this formula, charge and spin: 26.1 kcal/mol
E_LUMO: 0.540 eV
HOMO-LUMO gap: 8.57 eV
highest occupied orbital energy: -8.030 eV
E_tot: -1298.21970 Eh
SMILES: Cc1c(CN2CCC(n3nccc3NC(=O)CCc3ccccc3)CC2)cnn1C

Structure (ORCA input):
```
! wB97M-V def2-TZVPD RIJCOSX def2/J DEFGRID3
* xyz 0 1
O 2.15999 -0.69220 -2.10458
N 1.28714 -1.99273 0.58223
N -1.72378 0.96993 1.00594
N -5.65369 0.23046 -0.93922
N 3.44732 -1.52269 -0.43356
N 0.61630 -3.02209 1.09316
N -5.73923 1.47703 -0.47824
C 1.40876 -4.07189 1.00688
C 4.47682 -0.05448 -2.04949
C 5.08421 0.85980 -0.97450
C -4.04038 0.41114 0.53665
C 3.74927 1.57287 1.03630
C -2.86862 0.17221 1.42864
C 0.67195 -0.68290 0.56995
C 2.62829 -3.72960 0.41820
C 0.16608 -0.35007 1.97493
C -4.77441 1.60248 0.41028
C -0.62758 0.96397 1.94763
C 2.78611 2.36170 1.64152
C -4.64050 -0.45788 -0.35998
C -1.24191 0.66783 -0.32642
C 3.23466 -0.77752 -1.55749
C 2.34402 3.42366 -0.45772
C -4.35013 -1.86936 -0.71909
C 3.31588 2.64383 -1.05685
C -6.57312 -0.24172 -1.93091
C 4.03158 1.71095 -0.31612
C -0.48790 -0.66284 -0.42694
C 2.50688 -2.37826 0.14889
C 2.08093 3.28997 0.89528
H -6.04210 -0.56858 -2.82757
H -7.23487 0.58419 -2.18224
H 5.21619 -0.79072 -2.37474
H -2.09313 0.66780 -1.00933
H -3.56967 -2.26731 -0.07699
H -1.01950 1.18083 2.94460
H -1.15252 -1.49772 -0.20124
H 1.00841 -0.25720 2.66334
H -0.56861 1.47988 -0.62023
H 1.33191 3.91019 1.36510
H 1.43080 0.04513 0.26627
H 3.46736 -4.36206 0.21226
H 5.83099 1.50150 -1.44956
H -0.46551 -1.16991 2.31890
H 1.08265 -5.02864 1.36307
H 3.52394 2.76382 -2.10978
H 4.17663 0.53231 -2.91784
H -3.12191 0.49841 2.44303
H -0.09651 -0.78975 -1.43575
H 4.40232 -1.67902 -0.14655
H 2.58558 2.24952 2.69713
H -5.24069 -2.48803 -0.60656
H -2.65178 -0.90717 1.46665
H 0.04686 1.77594 1.65913
H -7.16540 -1.07590 -1.54738
H 4.29368 0.84841 1.62690
H 1.79325 4.14224 -1.04628
H -4.62585 2.52732 0.92946
H -4.01498 -1.94284 -1.75449
H 5.59755 0.26576 -0.21472
*
```

No. 5
Computed, not measured: C23H30N6O in the gas phase, with wB97M-V/def2-TZVPD.

Calculated values
ΔE to the lowest compared entry with this formula, charge and spin: 29.5 kcal/mol
E_LUMO: 0.587 eV
HOMO-LUMO gap: 8.78 eV
highest occupied orbital energy: -8.196 eV
E_tot: -1298.21432 Eh
SMILES: CC(C)n1cc(CN2CCC(n3nccc3NC(=O)Cc3ccccc3)CC2)cn1

Structure (ORCA input):
```
! wB97M-V def2-TZVPD RIJCOSX def2/J DEFGRID3
* xyz 0 1
O 0.70724 2.62174 3.33513
N -0.30930 -0.99947 -0.32961
N 1.55109 3.92560 1.67944
N 3.79341 1.40357 0.57758
N -0.33124 -5.00049 -1.76580
N 0.93437 -4.94512 -2.16390
N 2.60262 1.84087 0.97312
C 0.17269 -2.86497 -1.79474
C 1.44557 0.97013 0.95476
C -1.39197 -6.50969 -0.16801
C 1.87495 -0.48232 0.77577
C -2.06283 5.04564 -0.64198
C -0.45715 4.65801 2.77315
C -2.98392 3.11011 0.42655
C -1.34902 4.45070 1.57880
C -0.99070 -6.27720 -1.62394
C 0.62847 -1.37481 0.71138
C 2.65051 3.15762 1.28379
C 0.11686 -1.37884 -1.66982
C -2.19471 -6.36455 -2.56038
C -2.91212 3.95330 -0.66994
C 4.61440 2.43379 0.62998
C 0.49495 1.36349 -0.18097
C 1.25753 -3.66585 -2.18436
C -1.28254 5.29082 0.47486
C 3.94880 3.58156 1.06654
C -0.83349 -3.77276 -1.53282
C 0.66148 3.62738 2.66484
C -2.20627 3.35671 1.54285
C -0.69083 0.38832 -0.19590
H -3.64562 2.25708 0.41067
H -0.52323 -6.42347 0.48006
H 4.34508 4.56557 1.21127
H 5.64462 2.31915 0.35843
H -2.00500 5.70934 -1.49214
H -0.04909 5.66930 2.79031
H -1.23358 0.48791 0.75008
H -1.83635 -3.61039 -1.19671
H -3.51782 3.76123 -1.54280
H -1.88977 -6.16852 -3.58551
H 2.24265 -3.35964 -2.47636
H 0.09439 -1.31480 1.66544
H -2.25377 2.69644 2.39622
H 1.03005 1.31918 -1.13228
H -0.62713 6.15144 0.48936
H -2.95315 -5.63816 -2.27820
H 0.12292 2.38069 -0.04443
H -1.37517 0.64752 -1.00750
H -2.63183 -7.35812 -2.51131
H 0.92719 1.07604 1.91520
H -1.81478 -7.50405 -0.05326
H -0.62886 -0.98320 -2.36843
H 0.92262 -2.41326 0.54860
H 1.50458 4.84562 1.26564
H 2.50860 -0.78807 1.60746
H -1.00055 4.46938 3.69897
H -2.13298 -5.77859 0.14640
H 2.46035 -0.57702 -0.13866
H 1.09732 -0.96387 -1.95229
H -0.24055 -7.01805 -1.92059
*
```

No. 6
Computed, not measured: a molecular structure, C23H30N6O3, with wB97M-V/def2-TZVPD.

Calculated values
ΔE to the lowest compared entry with this formula, charge and spin: 622.5 kcal/mol
E_LUMO: -0.168 eV
HOMO-LUMO gap: 7.02 eV
highest occupied orbital energy: -7.190 eV
E_tot: -1447.82107 Eh

Structure (ORCA input):
```
! wB97M-V def2-TZVPD RIJCOSX def2/J DEFGRID3
* xyz 0 1
O -6.42935 1.91617 0.23352
O 0.54056 2.37861 -0.19123
O -6.22960 -0.50786 0.02056
N -1.72574 2.19912 0.05549
N 1.49343 0.44744 2.18362
N 2.57827 1.15153 2.37369
N 0.88173 -1.72464 0.02875
N 3.59282 1.26560 1.78663
N 3.13438 0.63734 0.58684
C -5.12221 -0.01373 -0.01073
C -5.27966 1.46445 0.02824
C 3.95382 1.20279 -0.62660
C 6.00035 2.26235 -0.67731
C 2.26523 -2.54455 -0.75907
C -1.51365 -0.44315 -0.11619
C -6.66284 3.55620 0.38627
C 0.92132 -0.25517 -0.15790
C -0.36005 1.53316 -0.13812
C 2.28442 -4.01544 -0.57522
C -3.93715 -0.78791 -0.25917
C 5.38599 0.84405 -0.26657
C 0.57941 -4.31628 -0.39604
C -0.24405 0.34978 -0.30052
C -4.07690 2.18827 -0.02372
C 0.13026 -3.88021 0.99981
C 3.75701 2.44394 -1.02152
C -6.37034 -2.00135 0.04549
C -2.81942 0.03582 -0.07794
C 1.87584 0.41593 0.79465
C 0.66837 -2.37038 1.14887
C 4.86424 3.35820 -0.46444
C -2.91215 1.39318 0.13827
H 0.26423 -3.97799 -1.26335
H 6.40058 2.19834 -1.59162
H 2.18774 -2.13174 -1.98029
H -6.20058 3.82797 1.15999
H -3.75098 -1.69602 0.10679
H 3.51170 0.27305 -1.22799
H 3.26244 -2.18309 -0.35649
H 3.92684 2.43138 -2.01632
H -5.82201 -2.54041 0.70671
H 1.37201 -0.08331 -1.24377
H -7.32050 -2.28322 0.00796
H 5.56146 0.66583 0.61169
H 2.75131 -4.16815 0.26319
H 0.59723 -4.40981 1.94730
H -7.65222 3.62804 0.49464
H 4.59794 3.43850 0.65625
H 2.41786 -4.40681 -1.37366
H 0.05510 -1.72751 1.57504
H -4.07945 3.22694 0.04979
H -5.95125 -2.36460 -0.89473
H 1.73539 -2.27010 1.92244
H 6.87365 2.55858 0.15724
H 5.03831 4.23566 -0.60852
H 0.63619 -5.42118 -0.31680
H -1.47103 -1.56926 -0.40166
H 5.92836 0.32945 -0.82853
H -1.66761 3.33858 0.01139
H -6.19846 3.69706 -0.62796
H 2.61533 2.98404 -0.74824
H -0.84387 -3.78347 1.06106
*
```

Question: Which of these has the lowest E_LUMO?
Answer: C23H30N5O8S2

Repeat the third record exactly.
Computed, not measured: a gas-phase ion, C23H30N5O8S2 (charge +1), with wB97M-V/def2-TZVPD.

Calculated values
E_LUMO: -2.454 eV
HOMO-LUMO gap: 8.85 eV
highest occupied orbital energy: -11.304 eV
E_tot: -2566.36522 Eh
SMILES: CC/C=C(\C(=O)N[C@@H]1C(=O)N2C(C(=O)OCOC(=O)C(C)(C)C)=C(COC(N)=O)CS[C@@H]12)c1csc([NH3+])n1

Structure (ORCA input):
```
! wB97M-V def2-TZVPD RIJCOSX def2/J DEFGRID3
* xyz 1 1
S -3.46111 3.06166 1.40725
S 0.32028 -4.59495 0.07172
O 4.61786 -3.07475 -0.13667
O 0.44913 0.47459 -0.81226
O -0.42317 -0.64881 2.14504
O 1.46792 2.46659 -1.48882
O 2.28456 -0.14802 -1.96309
O 3.90196 -1.61473 1.43132
O -2.58885 -1.39386 -1.19124
O 0.87409 3.13625 0.56481
N -2.67356 0.65269 1.05779
N 0.08641 -1.90963 0.24024
N -2.93094 -2.24666 0.89307
N -0.94438 1.91986 2.00883
N 5.81557 -2.80301 1.71666
C 1.90094 -3.79530 0.58917
C 4.06331 2.73959 -0.27237
C -3.24277 -1.45516 -0.17601
C 4.72026 -2.41480 1.04620
C -1.59295 -2.69856 1.17621
C 2.99866 3.84824 -0.33981
C -4.44782 -0.57295 0.05707
C -5.70739 -0.88130 -0.24887
C 1.44277 -0.39769 -1.14495
C 3.17052 4.66299 -1.62506
C 0.35062 1.62002 -1.61605
C -3.96013 0.68297 0.60872
C 3.08558 4.75030 0.89005
C 3.56184 -2.63389 -0.97688
C 1.66837 3.13370 -0.35917
C -6.13212 -2.17588 -0.84769
C -2.27228 1.78468 1.49446
C 2.24157 -2.62498 -0.27114
C 1.31858 -1.64367 -0.37642
C -0.70669 -3.09377 -0.03376
C -4.54720 1.91563 0.72487
C -0.57574 -1.55110 1.34817
C -6.83601 -1.94328 -2.18617
H -0.58827 0.91312 2.11760
H 3.78573 -1.63974 -1.37505
H -0.57238 2.12327 -1.30715
H -0.90761 2.41418 2.90399
H 3.53481 -3.35541 -1.79948
H 2.30673 5.50842 0.86598
H -6.15718 -1.46848 -2.88992
H 1.78409 -3.48824 1.63068
H -5.26800 -2.82652 -0.99070
H 2.40662 5.43378 -1.69740
H 0.32243 1.34883 -2.67688
H -1.20777 -3.07923 -1.00090
H -6.82992 -2.66937 -0.16509
H 6.46277 -3.44843 1.29995
H 4.05088 5.24695 0.91169
H -3.53769 -2.17966 1.69704
H -0.26673 2.40902 1.33699
H -7.16132 -2.89129 -2.60473
H -6.49392 -0.15825 -0.07602
H -5.53570 2.21540 0.44467
H 3.94051 2.13374 0.62366
H 3.10613 4.02102 -2.49863
H 4.14413 5.14505 -1.61802
H 6.02876 -2.38142 2.60294
H -7.70716 -1.30561 -2.05719
H 2.65097 -4.58068 0.52145
H -1.60836 -3.42958 1.98463
H 3.99616 2.09229 -1.14324
H 5.05001 3.19382 -0.24846
H 2.97362 4.17004 1.80242
*
```

Question: E_LUMO of number 6 (C23H30N6O3)?
Answer: -0.168 eV

Question: Which formula does entry 6 have?
Answer: C23H30N6O3